Molecular formula: C21H60N5O5P
Method: DFT, ωB97M-V with the def2-TZVPD basis set

Cartesian coordinates (Å):
N1 -1.75 4.41 2.53
C1 -0.21 4.34 2.38
C2 0.43 3.02 3.11
C3 1.35 2.07 2.14
C4 0.51 1.05 1.17
C5 -0.55 1.78 0.14
P1 -2.39 1.61 0.73
O1 -4.08 1.47 1.23
H1 -2.00 5.16 3.22
H2 -2.12 3.52 2.94
H3 0.12 4.50 1.26
H4 0.18 5.30 2.97
H5 -0.40 2.41 3.71
H6 1.16 3.43 3.96
H7 1.99 1.37 2.87
H8 2.15 2.73 1.57
H9 1.32 0.50 0.48
H10 -0.02 0.17 1.78
H11 -0.25 2.87 -0.15
H12 -0.51 1.15 -0.87
H13 -2.57 3.03 0.43
H14 -1.99 1.10 2.03
H15 -2.68 0.72 -0.40
H16 -4.21 0.62 1.74
C6 -3.99 -3.74 2.99
C7 -5.10 -2.71 3.19
C8 -6.44 -3.11 2.52
O2 -6.46 -2.94 1.10
C9 -5.87 -4.00 0.37
N2 -4.63 -1.40 2.71
H17 -3.56 -3.71 1.99
H18 -3.17 -3.55 3.69
H19 -4.36 -4.76 3.18
H20 -5.28 -2.64 4.26
H21 -7.22 -2.45 2.91
H22 -6.73 -4.14 2.79
H23 -6.03 -4.97 0.84
H24 -4.80 -3.80 0.23
H25 -6.33 -4.02 -0.63
H26 -5.34 -0.70 2.93
H27 -4.63 -1.44 1.68
C10 7.23 2.64 3.35
C11 6.12 3.67 3.54
C12 4.79 3.27 2.88
O3 4.76 3.44 1.46
C13 5.35 2.38 0.73
N3 6.59 4.98 3.07
H28 7.66 2.67 2.35
H29 8.05 2.83 4.05
H30 6.87 1.63 3.54
H31 5.94 3.74 4.62
H32 4.00 3.93 3.27
H33 4.49 2.25 3.15
H34 5.20 1.41 1.20
H35 6.42 2.58 0.59
H36 4.90 2.36 -0.27
H37 5.89 5.68 3.29
H38 6.59 4.94 2.04
C14 3.94 -1.74 -3.86
C15 3.00 -0.55 -3.88
C16 3.18 0.41 -2.68
O4 2.62 -0.06 -1.46
C17 3.44 -0.98 -0.75
N4 1.61 -1.04 -3.97
H39 3.65 -2.50 -3.13
H40 3.96 -2.23 -4.84
H41 4.97 -1.43 -3.62
H42 3.22 0.02 -4.79
H43 2.64 1.34 -2.91
H44 4.23 0.69 -2.54
H45 4.50 -0.75 -0.86
H46 3.23 -2.00 -1.08
H47 3.18 -0.92 0.31
H48 0.99 -0.23 -4.09
H49 1.36 -1.41 -3.05
C18 -4.00 -2.93 -3.19
C19 -2.88 -1.92 -3.45
C20 -2.61 -1.67 -4.95
O5 -1.88 -2.71 -5.60
C21 -2.68 -3.81 -6.01
N5 -1.66 -2.38 -2.75
H50 -3.69 -3.96 -3.37
H51 -4.33 -2.87 -2.15
H52 -4.87 -2.71 -3.83
H53 -3.19 -0.97 -3.00
H54 -1.97 -0.78 -5.03
H55 -3.53 -1.44 -5.49
H56 -3.68 -3.50 -6.33
H57 -2.74 -4.55 -5.21
H58 -2.18 -4.29 -6.86
H59 -0.95 -1.66 -2.84
H60 -1.29 -3.17 -3.28

Results
spin multiplicity: 1
highest occupied orbital energy: -0.32436 Eh
energy: -49720.544 eV
structure (SMILES): COC[C@@H](C)N.COC[C@@H](C)N.COC[C@@H](C)N.COC[C@@H](C)N.NCCCCC[PH3]O
HOMO-LUMO gap: 0.34943 Eh

=====

Molecular formula: CHN4S2
Method: DFT, ωB97M-V with the def2-TZVPD basis set

Cartesian coordinates (Å):
C1 -1.52 -0.07 -0.12
N1 0.21 -1.48 -0.07
N2 -1.04 -1.21 -0.08
N3 0.33 0.79 -0.07
N4 0.98 -0.28 0.05
S1 0.74 2.33 -0.02
S2 2.61 -0.52 -0.01
H1 -2.31 0.45 0.32

Results
spin multiplicity: 1
highest occupied orbital energy (alpha / beta): -0.12716 / -0.12718 Eh
ΔE to the lowest compared entry with this formula, charge and spin: 93.8 kcal/mol
energy: -28680.343 eV
total charge: -1
HOMO-LUMO gap (alpha / beta): 0.26254 / 0.26256 Eh

=====

Molecular formula: C10H30GeO7P3PdSe
Method: DFT, ωB97M-V with the def2-TZVPD basis set

Cartesian coordinates (Å):
Pd1 -8.39 2.37 12.83
C1 -11.27 -1.58 11.69
C2 -10.32 -0.42 11.36
O1 -10.27 -0.34 9.93
P1 -8.60 -0.67 11.99
O2 -8.69 -1.12 13.48
O3 -8.08 -1.98 11.24
O4 -7.71 0.53 11.74
P2 -10.75 1.17 12.18
O5 -12.31 1.15 12.19
O6 -10.18 2.24 11.31
O7 -10.18 1.21 13.60
H1 -10.91 -2.48 11.23
H2 -12.22 -1.31 11.27
H3 -11.36 -1.78 12.75
H4 -10.04 0.56 9.68
H5 -9.34 -0.57 13.97
H6 -8.57 -2.24 10.46
H7 -12.75 1.99 12.33
C3 -9.19 4.62 18.95
Ge1 -8.57 3.04 18.12
C4 -9.78 1.52 18.33
C5 -6.89 2.55 18.87
C6 -8.36 3.48 16.15
Se1 -7.27 2.30 15.09
C7 -5.67 3.37 14.96
H8 -9.94 4.47 19.73
H9 -9.69 5.26 18.23
H10 -8.39 5.23 19.37
H11 -10.11 1.61 19.36
H12 -9.31 0.55 18.12
H13 -10.58 1.64 17.59
H14 -7.07 2.24 19.90
H15 -6.18 3.36 18.77
H16 -6.52 1.65 18.30
H17 -8.00 4.50 16.01
H18 -9.38 3.36 15.75
H19 -5.06 3.36 15.90
H20 -5.95 4.39 14.65
H21 -5.01 2.96 14.16
C8 -5.67 2.36 10.51
P3 -6.82 3.49 11.29
C9 -7.84 4.11 9.96
C10 -5.75 4.83 11.78
H22 -5.03 2.89 9.79
H23 -6.22 1.59 9.93
H24 -4.99 1.87 11.21
H25 -7.20 4.34 9.08
H26 -8.28 5.06 10.34
H27 -8.66 3.42 9.77
H28 -5.39 5.37 10.93
H29 -4.91 4.38 12.33
H30 -6.30 5.49 12.41

Results
spin multiplicity: 3
highest occupied orbital energy (alpha / beta): -0.40175 / -0.45303 Eh
energy: -178397.364 eV
total charge: +1
HOMO-LUMO gap (alpha / beta): 0.31833 / 0.27125 Eh
⟨S²⟩: 2.006

=====

Molecular formula: C27H37B2BeBrCl3F4N3O8S
Method: DFT, ωB97M-V with the def2-TZVPD basis set

Cartesian coordinates (Å):
C1 -5.72 0.72 -2.55
C2 -5.69 0.21 -1.07
B1 -4.45 -0.74 -0.89
O1 -4.55 -2.07 -1.22
C3 -3.07 -0.13 -0.32
C4 -3.37 0.01 1.20
C5 -2.86 1.23 -0.80
N1 -2.72 2.18 -1.46
C6 -1.80 -0.97 -0.63
C7 -1.90 -2.19 0.19
N2 -1.98 -3.16 0.83
C8 -1.70 -1.48 -2.10
C9 -2.10 -0.53 -3.23
C10 -1.00 0.36 -3.77
O2 -2.48 -1.35 -4.35
B2 -0.50 -0.22 -0.03
C11 0.34 0.91 -0.80
O3 -0.11 -0.52 1.26
H1 -5.31 1.71 -2.62
H2 -6.76 0.81 -2.85
H3 -5.18 0.05 -3.22
H4 -6.61 -0.34 -0.88
H5 -5.65 1.07 -0.41
H6 -5.46 -2.32 -1.06
H7 -4.20 0.70 1.28
H8 -2.55 0.47 1.74
H9 -3.70 -0.92 1.64
H10 -0.67 -1.81 -2.29
H11 -2.29 -2.38 -2.17
H12 -2.96 0.10 -3.01
H13 -0.02 -0.09 -3.70
H14 -0.98 1.27 -3.17
H15 -1.22 0.68 -4.78
H16 -3.11 -2.01 -4.05
H17 1.16 1.23 -0.16
H18 0.83 0.47 -1.67
H19 -0.23 1.79 -1.08
H20 -0.19 0.27 1.81
Be1 1.36 -1.61 -1.18
N3 4.50 3.39 1.76
C12 3.15 3.30 1.60
C13 2.77 4.22 0.65
C14 3.93 4.89 0.22
C15 4.99 4.35 0.93
H21 5.04 2.84 2.40
H22 2.58 2.59 2.18
H23 1.76 4.39 0.31
H24 3.99 5.67 -0.52
H25 6.04 4.58 0.90
C16 -3.09 5.71 -3.25
F1 -2.75 6.97 -3.52
F2 -1.96 5.04 -2.98
F3 -3.82 5.73 -2.13
S1 -4.01 4.94 -4.64
O4 -3.08 5.00 -5.75
O5 -5.18 5.77 -4.80
O6 -4.29 3.60 -4.18
F4 6.52 2.87 4.09
C17 7.68 2.48 3.56
C18 7.78 2.08 2.20
C19 9.04 1.74 1.70
C20 10.15 1.76 2.52
C21 10.02 2.14 3.87
C22 8.80 2.51 4.38
H26 6.92 2.08 1.55
H27 9.15 1.47 0.66
H28 11.12 1.49 2.13
H29 10.89 2.16 4.51
H30 8.69 2.83 5.41
O7 -0.47 -7.08 5.90
C23 -0.51 -6.53 4.84
O8 -1.60 -5.86 4.40
C24 -1.39 -5.40 3.05
C25 0.12 -5.36 2.88
C26 0.58 -6.50 3.78
H31 -1.86 -6.11 2.36
H32 -1.85 -4.43 2.92
H33 0.44 -5.46 1.84
H34 0.51 -4.41 3.25
H35 0.58 -7.46 3.27
H36 1.54 -6.32 4.24
C27 -4.03 -5.83 -1.86
Cl1 -2.56 -6.33 -1.02
Cl2 -3.70 -4.48 -2.94
Cl3 -4.74 -7.18 -2.74
H37 -4.74 -5.50 -1.11
Br1 5.75 0.24 2.79

Results
spin multiplicity: 1
highest occupied orbital energy: -0.29402 Eh
ΔE to the lowest compared entry with this formula, charge and spin: 21.7 kcal/mol
energy: -180510.970 eV
HOMO-LUMO gap: 0.04396 Eh